[1]
Below is a structure of composition C24H32LaN3O8P2, with properties calculated with wB97M-V/def2-TZVPD.

Each line ends with the Mulliken charge.
CARTESIAN COORDINATES (ANGSTROEM)
C  -0.6220  3.9201  -2.9487  -0.750
C  -0.6431  2.5561  -2.6245  0.132
N  0.1468  2.1112  -1.6217  0.567
C  1.0462  2.9028  -1.0051  0.721
C  1.1210  4.2596  -1.3338  -0.787
C  0.2662  4.7831  -2.3042  -0.566
C  -1.5820  1.5679  -3.3569  -0.879
P  -2.0347  0.0662  -2.4418  0.491
La  -0.1193  -0.2330  -0.4889  0.071
P  2.4547  0.5001  -0.0911  0.912
C  1.9570  2.2765  0.1044  -1.377
C  0.1611  -2.5262  -1.0932  0.553
C  -0.8480  -3.0313  -0.2921  -0.400
C  -0.8005  -4.4121  -0.0353  -0.835
C  0.2319  -5.1871  -0.5468  -0.649
C  1.2750  -4.5900  -1.2611  -0.487
C  1.2824  -3.2025  -1.4986  -0.230
O  -0.4947  0.2314  -5.6754  -0.723
O  0.5715  -1.8926  -4.5017  -0.882
H  -1.3247  4.2863  -3.6866  0.505
H  1.8445  4.8777  -0.8141  0.487
H  0.2942  5.8477  -2.5530  0.399
C  -3.4071  0.4445  -1.2599  -1.277
C  -2.6199  -1.2971  -3.5020  -1.024
H  2.8935  2.8441  0.2212  0.500
H  1.4316  2.3877  1.0763  0.296
H  -1.1242  1.2310  -4.3382  0.317
H  -2.5276  2.0694  -3.6129  0.549
C  2.8524  -0.1857  1.5733  -1.146
C  3.9718  0.3959  -1.0912  -1.209
H  -1.6396  -2.4115  0.1339  0.320
H  -1.5864  -4.8512  0.5702  0.388
H  0.2203  -6.2593  -0.3846  0.400
H  2.0735  -5.2065  -1.6597  0.394
H  2.0940  -2.6525  -1.9780  0.393
H  0.9190  -1.2681  -3.7368  -0.325
H  0.4503  -2.7563  -4.0693  0.296
H  -0.1371  -0.6583  -5.4269  0.350
H  0.2272  0.6898  -6.1727  0.281
H  1.0653  -0.4898  -2.7796  0.274
H  -4.3677  0.6807  -1.7465  0.432
H  -3.5969  -0.4156  -0.5899  0.308
H  -3.1680  1.2847  -0.5854  0.317
H  -3.5157  -1.0616  -4.1030  0.413
H  -1.8012  -1.5956  -4.1802  0.275
H  -2.8390  -2.1913  -2.8897  0.342
H  4.8856  0.8257  -0.6387  0.403
H  4.1737  -0.6698  -1.3116  0.340
H  3.7984  0.8697  -2.0722  0.341
H  3.7823  0.1855  2.0275  0.484
H  2.0319  -0.0441  2.2961  0.230
H  2.9502  -1.2791  1.4667  0.323
O  -0.0314  -1.5500  1.8296  -0.578
C  -0.6026  -0.4951  2.2654  0.884
O  -1.1431  0.3832  1.4635  -0.680
C  -0.6713  -0.1116  3.6743  0.213
C  -1.2533  1.1313  3.9524  -0.467
C  -1.2615  1.5464  5.2834  -0.349
C  -0.6787  0.7654  6.2821  -0.333
C  -0.0942  -0.4579  5.9426  -0.286
C  -0.0744  -0.9236  4.6276  -0.386
N  0.5575  -1.2640  6.9332  1.015
O  0.5895  -0.8691  8.1099  -0.601
O  1.0696  -2.3393  6.5722  -0.593
N  -1.8577  2.8122  5.6092  1.021
O  -2.3665  3.4962  4.7052  -0.596
O  -1.8386  3.1843  6.7960  -0.603
H  -1.6988  1.7323  3.1589  0.770
H  -0.6719  1.1106  7.3055  0.615
H  0.3532  -1.8783  4.3233  0.693

Output
Net charge   0
E_tot   -65687.7116 eV
LUMO level   -1.5 eV
Spin multiplicity   1

[2]
Below is the molecule C29H23F2N3O4, with properties calculated with wB97M-V/def2-TZVPD.

Each line ends with the natural charge from an NBO analysis.
CARTESIAN COORDINATES (ANGSTROEM)
C  4.5651  0.6975  2.4605  -0.596
C  4.0492  1.8689  1.6223  -0.416
C  2.8503  1.4453  0.8252  -0.057
C  1.5725  1.7075  1.2538  -0.129
C  0.4483  1.2658  0.5478  -0.226
C  -0.9078  1.5632  1.0176  0.542
O  -1.1266  2.2566  1.9996  -0.593
C  -1.9667  0.9549  0.1964  -0.225
C  -3.3374  1.1316  0.6557  -0.164
C  -4.4326  0.2374  0.6091  -0.032
N  -5.4914  0.7540  1.1860  -0.268
N  -5.1310  1.9661  1.6238  -0.195
C  -6.0508  2.7782  2.2922  0.227
C  -5.6455  3.9160  2.9832  -0.257
C  -6.5876  4.6965  3.6279  -0.195
C  -7.9284  4.3519  3.5961  -0.225
C  -8.3287  3.2125  2.9169  -0.194
C  -7.3981  2.4268  2.2656  -0.245
C  -3.8377  2.2289  1.3292  0.013
C  -1.6541  0.2732  -0.9342  0.415
C  -2.6419  -0.3183  -1.8900  -0.670
O  -0.3867  0.0682  -1.3600  -0.440
C  0.6462  0.5327  -0.6196  0.331
C  1.9342  0.2620  -1.0820  -0.299
C  3.0293  0.7103  -0.3680  0.340
O  4.3244  0.5278  -0.7523  -0.479
C  4.6021  -0.2809  -1.8579  -0.165
C  4.2516  -1.7553  -1.5950  0.656
O  3.8737  -2.1530  -0.5241  -0.575
N  4.4360  -2.5259  -2.7092  -0.601
C  4.2574  -3.9049  -2.8494  0.147
C  4.5824  -4.4856  -4.0751  -0.236
C  4.4249  -5.8427  -4.2746  -0.247
C  3.9393  -6.6352  -3.2496  0.307
F  3.7873  -7.9551  -3.4459  -0.306
C  3.6131  -6.0593  -2.0277  0.358
F  3.1409  -6.8211  -1.0316  -0.301
C  3.7672  -4.7017  -1.8191  -0.304
H  4.8172  -0.1412  1.8173  0.216
H  5.4512  0.9915  3.0180  0.206
H  3.8013  0.3738  3.1634  0.206
H  4.8376  2.2014  0.9455  0.216
H  3.7767  2.6967  2.2783  0.210
H  1.3991  2.2661  2.1615  0.237
H  -4.4750  -0.7559  0.2109  0.207
H  -4.6027  4.1857  3.0325  0.220
H  -6.2689  5.5783  4.1636  0.215
H  -8.6572  4.9663  4.1029  0.213
H  -9.3720  2.9353  2.8931  0.215
H  -7.6875  1.5346  1.7340  0.244
H  -3.3522  3.1461  1.5826  0.239
H  -2.2142  -0.3130  -2.8903  0.234
H  -2.8570  -1.3521  -1.6223  0.232
H  -3.5706  0.2444  -1.8815  0.242
H  2.0249  -0.3176  -1.9866  0.216
H  4.0916  0.0783  -2.7635  0.192
H  5.6843  -0.1988  -2.0060  0.223
H  4.7848  -2.0644  -3.5383  0.398
H  4.9623  -3.8714  -4.8779  0.210
H  4.6746  -6.3003  -5.2181  0.236
H  3.5097  -4.2783  -0.8627  0.277

Output
Net charge   0
E_tot   -48541.7412 eV
LUMO level   0.1 eV
Spin multiplicity   1